Computed, not measured: C19H14I2IrN3O7 as an isolated structure, with ωB97M-V with the def2-TZVPD basis set.

The calculation puts the total energy at -57770.833 eV. The energy above the lowest of the compared OMol25 structures with the same formula, charge and spin comes out at 38.1 kJ/mol. Its HOMO-LUMO gap (spin up / spin down) is 7.138 / 6.761 eV. For the highest occupied orbital energy (spin up / spin down), the calculation gives -7.314 / -9.150 eV. As for the multiplicity: 5.

Each line ends with the Löwdin spin population.
Geometry (Å):
I: 0.26 3.57 4.72  0.0035
C: -3.22 -1.43 -0.15  0.1250
C: 0.20 -2.97 -0.13  0.0148
O: 6.04 2.30 -0.02  0.0006
H: 5.20 -0.31 0.45  0.0007
C: 0.66 -5.15 1.00  0.0017
O: 0.90 -2.32 0.69  0.0963
N: 3.09 -0.60 0.36  0.0072
H: 2.93 -1.57 0.56  0.0005
C: -0.46 -0.87 3.10  0.0064
C: 2.47 1.40 -0.07  0.0068
H: -2.83 -1.83 -1.08  -0.0004
C: -0.03 1.36 2.71  0.0049
O: -2.86 0.81 0.70  0.3558
H: -4.28 -1.18 -0.19  0.0104
O: -0.56 -2.38 -0.96  0.1219
O: 4.38 3.75 -0.34  0.0009
H: -3.02 -2.17 0.63  0.0007
O: 0.22 1.96 -0.43  0.1267
C: 3.87 1.43 0.01  0.0011
H: -0.50 -7.09 -2.13  0.0000
N: -0.22 0.12 2.24  0.1064
C: -0.20 -5.16 -1.25  0.0018
H: 0.99 -7.08 1.89  0.0000
H: -0.71 -1.50 5.13  0.0009
N: 2.03 0.17 0.14  0.0805
H: -0.59 -1.86 2.66  0.0009
I: 0.25 -9.30 -0.12  0.0001
C: 0.24 -7.22 -0.12  0.0003
C: -0.51 -0.67 4.46  0.0042
C: 4.23 0.12 0.29  0.0013
Ir: -0.08 -0.26 -0.09  2.5130
C: 0.23 -4.46 -0.13  0.0039
C: -2.43 -0.18 0.24  0.3739
C: -0.05 1.63 4.07  0.0033
H: -0.54 -4.61 -2.12  0.0006
H: 0.13 2.14 1.98  0.0007
O: 1.74 3.61 -0.41  0.0134
C: -0.30 0.60 4.96  -0.0049
H: -0.33 0.80 6.03  -0.0003
C: -0.18 -6.55 -1.26  0.0002
H: 3.39 3.75 -0.41  0.0004
C: 0.66 -6.54 1.01  0.0002
H: 1.00 -4.60 1.86  0.0005
C: 4.86 2.53 -0.11  0.0006
C: 1.40 2.43 -0.34  0.0126